The following is a DFT calculation (the ωB97M-V functional and the def2-TZVPD basis) of a 10-piece molecular cluster, C66H85ClIN11O6P overall in a non-equilibrium geometry.

Each atom is followed by the atoms it is bonded to, with distances in Å.
Cartesian coordinates (Å):
1 H 1.779 3.747 -3.031  C134 1.079
2 H 0.964 -10.585 -3.082  C12 1.085
3 H -2.767 3.800 -3.048  C167 1.092
4 O -3.603 3.550 0.112  P18 1.592, H169 0.965
5 H 9.805 2.365 3.748  C138 1.082
6 C -5.575 -1.502 -0.683  C38 1.386, C119 1.384, H165 1.081
7 H -2.622 6.099 0.627  C140 1.081
8 C -0.302 0.783 -1.709  H110 1.082, C112 1.555, C126 1.546, H149 1.082
9 C -2.662 7.688 -0.771  H23 1.085, H77 1.085, H97 1.085, C140 1.540
10 C 2.092 -11.887 -4.372  C12 1.387, C82 1.385, H129 1.081
11 C 1.738 -8.964 0.154  H71 1.084, C79 1.386, N86 1.331
12 C 1.922 -10.783 -3.551  H2 1.085, C10 1.387, N118 1.331
13 H -2.022 2.289 -2.984  C167 1.084
14 H 3.476 3.543 -1.913  C137 1.081
15 H 0.331 4.821 -3.778  C43 1.077
16 H 5.109 -6.041 2.249  C123 1.085
17 H -5.051 -2.659 -2.424  C38 1.082
18 P -3.551 2.727 -1.250  O4 1.592, O61 1.474, O155 1.600, C167 1.804
19 H -9.503 -0.639 -4.315  C36 1.084
20 H 2.811 7.876 -3.243  C40 1.085
21 C -8.232 2.166 -2.108  C26 1.387, H74 1.083, C148 1.386
22 C 7.458 0.502 2.206  N64 1.336, C66 1.385, H131 1.083
23 H -3.218 8.437 -0.216  C9 1.085
24 C 2.072 5.584 4.916  H41 1.082, C51 1.387, C116 1.386
25 H -8.776 -5.460 7.033  C150 1.081
26 C -9.547 2.061 -2.534  C21 1.387, H65 1.085, N159 1.329
27 H -5.484 3.601 -1.402  O155 0.962
28 C -6.660 -2.781 1.002  N44 1.329, C119 1.385, H121 1.083
29 C 7.685 2.693 3.793  H57 1.081, C89 1.387, C138 1.383
30 C -6.033 -3.828 -0.914  C38 1.387, N44 1.330, H145 1.085
31 C -8.484 -5.291 4.906  C114 1.385, C150 1.385, H168 1.082
32 H 7.156 -5.331 3.461  C88 1.081
33 H -0.848 5.395 2.203  C158 1.082
34 H 2.211 0.271 2.154  C73 1.087
35 N 4.404 -4.142 1.944  C75 1.332, C123 1.330
36 C -9.113 0.151 -3.684  H19 1.084, C103 1.387, N159 1.330
37 H 2.303 -4.547 -1.342  C52 1.085
38 C -5.504 -2.660 -1.441  C6 1.386, H17 1.082, C30 1.387
39 H -1.511 4.205 1.126  C158 1.084
40 C 2.568 7.518 -2.248  H20 1.085, H50 1.085, C117 1.543, H146 1.084
41 H 2.580 5.683 3.966  C24 1.082
42 H 2.881 -6.016 1.314  C109 1.083
43 C -0.694 4.615 -3.522  H15 1.077, C84 1.514, C100 1.589, H154 1.087
44 N -6.605 -3.898 0.285  C28 1.329, C30 1.330
45 H -0.349 6.792 -1.139  C95 1.087
46 H 2.547 5.948 -0.480  C124 1.078
47 H -1.128 6.763 -3.268  C84 1.085
48 H 2.108 5.761 -3.319  C117 1.087
49 H -7.109 -0.621 -3.642  C103 1.081
50 H 3.506 7.386 -1.719  C40 1.085
51 C 1.888 4.331 5.481  C24 1.387, H80 1.080, N128 1.331
52 C 1.997 -4.724 -2.369  H37 1.085, N76 1.332, C81 1.387
53 H 3.869 -2.173 1.728  C75 1.086
54 H -2.653 5.110 -5.046  N139 1.020
55 C 0.957 6.499 6.814  C69 1.388, C116 1.385, H132 1.081
56 C 2.699 2.349 2.188  C73 1.481, O101 1.209, O133 1.406
57 H 7.728 3.572 4.420  C29 1.081
58 N -6.161 -3.916 5.593  C59 1.331, C157 1.330
59 C -6.499 -4.118 4.322  N58 1.331, H63 1.084, C114 1.387
60 H 0.122 -6.769 -4.284  C162 1.082
61 O -3.686 1.267 -1.107  P18 1.474
62 H -1.439 7.429 0.951  C140 1.082
63 H -5.808 -3.720 3.587  C59 1.084
64 N 6.337 1.137 2.559  C22 1.336, C89 1.336
65 H -10.285 2.800 -2.242  C26 1.085
66 C 8.721 0.906 2.603  C22 1.385, H98 1.081, C138 1.386
67 H 2.546 -3.373 -5.260  C152 1.085
68 I -1.154 1.586 1.006  C112 2.183
69 C 0.826 5.203 7.292  C55 1.388, H104 1.084, N128 1.330
70 C 4.077 -10.122 -3.840  C91 1.386, N118 1.331, H120 1.085
71 H 1.957 -9.745 -0.565  C11 1.084
72 H 3.508 -12.943 -5.595  C82 1.082
73 C 2.986 0.948 1.803  H34 1.087, C56 1.481, H130 1.089, H143 1.084
74 H -7.932 2.994 -1.477  C21 1.083
75 C 4.626 -2.842 2.126  N35 1.332, H53 1.086, C170 1.387
76 N 2.485 -3.876 -3.273  C52 1.332, C152 1.332
77 H -3.403 7.104 -1.307  C9 1.085
78 H 0.645 -0.903 -2.665  C126 1.085
79 C 2.578 -7.869 0.286  C11 1.386, H105 1.082, C109 1.384
80 H 2.244 3.443 4.980  C51 1.080
81 C 1.147 -5.775 -2.678  C52 1.387, H136 1.082, C162 1.384
82 C 3.334 -12.093 -4.948  C10 1.385, H72 1.082, C91 1.385
83 N 1.128 4.349 -0.477  C124 1.576, C147 1.581, C151 1.549, C171 1.514
84 C -1.477 5.881 -3.795  C43 1.514, H47 1.085, N139 1.264
85 H 0.787 -6.289 2.671  C108 1.082
86 N 0.630 -9.130 0.874  C11 1.331, C122 1.332
87 H 5.888 -1.278 2.902  C170 1.080
88 C 6.456 -4.594 3.092  H32 1.081, C123 1.385, C164 1.382
89 C 6.465 2.212 3.340  C29 1.387, N64 1.336, H107 1.081
90 H 1.785 0.082 -1.772  C126 1.086
91 C 4.351 -11.192 -4.678  C70 1.386, C82 1.385, H161 1.081
92 H -6.245 -0.683 1.194  C119 1.082
93 H -0.580 -8.340 2.325  C122 1.083
94 H 0.643 -1.009 -0.930  C126 1.084
95 C -0.825 6.000 -0.567  H45 1.087, C140 1.538, O144 1.407, C151 1.535
96 Cl 1.149 6.601 1.119  C151 1.822
97 H -2.006 8.198 -1.468  C9 1.085
98 H 9.596 0.359 2.281  C66 1.081
99 H 2.690 2.951 -0.074  C171 1.083
100 C -0.969 4.029 -2.070  C43 1.589, O144 1.426, C147 1.600, C167 1.536
101 O 3.367 2.975 2.980  C56 1.209
102 H 4.241 4.611 -0.784  C137 1.085
103 C -7.777 0.162 -3.310  C36 1.387, H49 1.081, C148 1.385
104 H 0.337 5.011 8.240  C69 1.084
105 H 3.467 -7.784 -0.324  C79 1.082
106 H 1.719 7.687 5.194  C116 1.083
107 H 5.535 2.698 3.602  C89 1.081
108 C 1.087 -7.033 1.946  H85 1.082, C109 1.385, C122 1.388
109 C 2.244 -6.884 1.198  H42 1.083, C79 1.384, C108 1.385
110 H -0.533 1.038 -2.735  C8 1.082
111 H 0.761 6.447 -2.515  C117 1.072
112 C 0.095 1.940 -0.749  C8 1.555, I68 2.183, H127 1.084, C147 1.579
113 H -7.861 -4.932 2.872  C114 1.083
114 C -7.642 -4.795 3.924  C31 1.385, C59 1.387, H113 1.083
115 H 0.654 2.514 -3.378  C134 1.077
116 C 1.594 6.691 5.599  C24 1.386, C55 1.385, H106 1.083
117 C 1.792 6.190 -2.371  C40 1.543, H48 1.087, H111 1.072, C124 1.534
118 N 2.889 -9.908 -3.281  C12 1.331, C70 1.331
119 C -6.166 -1.562 0.568  C6 1.384, C28 1.385, H92 1.082
120 H 4.847 -9.396 -3.602  C70 1.085
121 H -7.134 -2.871 1.971  C28 1.083
122 C 0.325 -8.177 1.753  N86 1.332, H93 1.083, C108 1.388
123 C 5.315 -4.989 2.414  H16 1.085, N35 1.330, C88 1.385
124 C 2.183 5.254 -1.220  H46 1.078, N83 1.576, C117 1.534, C137 1.559
125 H 2.725 4.486 0.857  C171 1.082
126 C 0.778 -0.322 -1.758  C8 1.546, H78 1.085, H90 1.086, H94 1.084
127 H 1.044 1.608 -0.343  C112 1.084
128 N 1.278 4.130 6.647  C51 1.331, C69 1.330
129 H 1.270 -12.565 -4.553  C10 1.081
130 H 3.085 0.817 0.727  C73 1.089
131 H 7.329 -0.360 1.563  C22 1.083
132 H 0.570 7.333 7.382  C55 1.081
133 O 1.600 3.012 1.613  C56 1.406, C171 1.421
134 C 1.236 2.934 -2.575  H1 1.079, H115 1.077, C147 1.542, H153 1.083
135 H -6.685 -4.218 7.550  C157 1.084
136 H 0.782 -6.428 -1.897  C81 1.082
137 C 3.533 4.577 -1.605  H14 1.081, H102 1.085, C124 1.559, H160 1.082
138 C 8.834 2.022 3.417  H5 1.082, C29 1.383, C66 1.386
139 N -2.445 6.003 -4.599  H54 1.020, C84 1.264
140 C -1.895 6.784 0.213  H7 1.081, C9 1.540, H62 1.082, C95 1.538
141 H -6.292 1.240 -2.191  C148 1.081
142 H 1.033 -5.200 -6.002  C166 1.081
143 H 3.931 0.661 2.248  C73 1.084
144 O -1.577 5.066 -1.303  C95 1.407, C100 1.426
145 H -6.001 -4.756 -1.475  C30 1.085
146 H 1.966 8.284 -1.773  C40 1.084
147 C 0.323 3.357 -1.407  N83 1.581, C100 1.600, C112 1.579, C134 1.542
148 C -7.326 1.195 -2.504  C21 1.386, C103 1.385, H141 1.081
149 H -1.196 0.279 -1.363  C8 1.082
150 C -8.149 -5.089 6.234  H25 1.081, C31 1.385, C157 1.387
151 C 0.184 5.271 0.332  N83 1.549, C95 1.535, Cl96 1.822, C158 1.518
152 C 2.130 -4.072 -4.541  H67 1.085, N76 1.332, C166 1.387
153 H 1.975 2.204 -2.265  C134 1.083
154 H -1.028 3.909 -4.278  C43 1.087
155 O -4.827 3.291 -2.033  P18 1.600, H27 0.962
156 H -0.062 3.887 2.054  C158 1.077
157 C -6.981 -4.397 6.522  N58 1.330, H135 1.084, C150 1.387
158 C -0.581 4.636 1.479  H33 1.082, H39 1.084, C151 1.518, H156 1.077
159 N -9.991 1.077 -3.309  C26 1.329, C36 1.330
160 H 3.977 5.143 -2.413  C137 1.082
161 H 5.336 -11.314 -5.105  C91 1.081
162 C 0.784 -5.960 -4.001  H60 1.082, C81 1.384, C166 1.386
163 H 7.550 -2.891 3.803  C164 1.083
164 C 6.669 -3.242 3.281  C88 1.382, H163 1.083, C170 1.386
165 H -5.179 -0.568 -1.057  C6 1.081
166 C 1.287 -5.092 -4.956  H142 1.081, C152 1.387, C162 1.386
167 C -2.202 3.162 -2.366  H3 1.092, H13 1.084, P18 1.804, C100 1.536
168 H -9.386 -5.827 4.640  C31 1.082
169 H -3.711 2.931 0.845  O4 0.965
170 C 5.742 -2.341 2.778  C75 1.387, H87 1.080, C164 1.386
171 C 2.108 3.686 0.469  N83 1.514, H99 1.083, H125 1.082, O133 1.421

F_max in eV/Å: 2.27
Highest occupied orbital energy in eV: -10.5
Energy in eV: -128399.472
Charge: +1
LUMO energy in eV: -2.30
Kohn-Sham gap in eV: 8.24